A molecular structure, C33H27AuN7O3Se, computed with ωB97M-V with the def2-TZVPD basis set.

Molar mass = 845.6 Da
Spin multiplicity = 3
Relative energy (zero: lowest compared OMol25 entry of this formula, charge and spin) = 29.5 kcal per mole
Calculated total energy = -4419.5759 a.u.
HOMO-LUMO gap (spin up / spin down) = 5.9 / 4.9 eV
HOMO (spin up / spin down) = -9.9 / -9.8 eV
Total charge = +1

The geometry in XYZ format:
```
72
Properties=species:S:1:pos:R:3:forces:R:3
Au -0.30719 2.98308 1.38519 -0.464 0.664 -0.183
O 0.65391 4.81058 0.60559 0.726 -1.050 1.549
C 0.18611 5.46868 -0.38271 -1.114 1.069 -1.492
C 1.09501 6.18118 -1.21351 -0.103 -0.286 0.450
C 0.65851 7.02458 -2.20031 -0.189 -0.053 -0.068
C -0.70399 7.14528 -2.47571 -0.166 0.029 0.018
C -1.61579 6.44428 -1.71551 0.258 0.058 -0.147
C -1.20909 5.62348 -0.66061 0.876 -0.030 -0.098
C -2.20169 4.97698 0.15979 -0.068 0.228 -0.041
N -2.08449 3.89328 0.92499 0.377 0.409 -0.453
C -3.27629 3.71158 1.56169 -0.722 0.088 0.350
C -4.14119 4.68558 1.17229 -0.039 -0.548 0.344
N -3.45639 5.46388 0.28859 0.367 -0.006 -0.176
H 2.14271 6.07898 -0.97801 0.127 -0.013 -0.019
H 1.37401 7.58918 -2.77991 0.071 0.006 -0.048
H -1.04359 7.77638 -3.28161 -0.035 0.051 -0.061
H -2.66599 6.51478 -1.96191 -0.097 0.018 -0.050
H -3.43329 2.90008 2.23949 -0.097 -0.185 0.071
H -5.16119 4.87238 1.43359 -0.181 0.001 0.076
H -3.79659 6.30268 -0.15451 0.098 -0.091 0.067
C 0.62941 -3.84612 -5.43571 -0.265 -0.327 -0.167
O 1.44681 -2.78792 -4.97891 0.379 0.275 0.238
C 2.16091 -2.94692 -3.85741 0.082 0.036 0.209
C 2.79941 -1.79322 -3.36741 -0.104 0.007 -0.108
C 3.41751 -1.80382 -2.14701 0.035 -0.222 0.087
C 3.45891 -2.99502 -1.39291 -0.197 0.360 -1.256
C 2.97901 -4.18402 -1.96381 0.095 0.298 0.305
C 2.30421 -4.15452 -3.16121 -0.203 0.001 -0.363
N 3.95831 -3.05792 -0.13401 0.015 -0.877 1.104
N 4.04181 -2.20442 0.73969 0.684 0.217 -0.131
C 3.32771 -1.13912 1.09479 -0.456 -0.070 -0.122
C 3.95501 -0.21312 1.95999 -0.078 0.448 0.151
C 3.33961 0.93238 2.37419 0.287 -0.115 0.185
C 2.02701 1.26698 1.94779 -0.015 0.043 0.261
O 1.40611 2.26388 2.39969 0.500 -0.052 -0.308
C 1.39011 0.35898 1.00459 0.068 -0.833 -0.471
N 0.21251 0.74798 0.50959 -0.014 0.116 0.123
C -0.46969 -0.05082 -0.27711 -0.095 -0.061 -0.186
C -0.07739 -1.37462 -0.48571 0.239 -0.064 0.110
C 1.12751 -1.80292 0.02309 -0.185 0.052 0.051
C 1.96401 -0.89242 0.69069 -0.509 0.442 0.048
H 0.03431 -3.42562 -6.24361 0.042 -0.083 0.053
H -0.03399 -4.20092 -4.64081 0.048 0.033 -0.051
H 1.22111 -4.68082 -5.81971 0.020 0.058 0.036
H 2.76171 -0.89872 -3.96821 -0.044 0.129 -0.039
H 3.88871 -0.91322 -1.75841 -0.013 0.124 0.020
H 3.09161 -5.10582 -1.41491 0.017 -0.098 0.064
H 1.89421 -5.06642 -3.56511 -0.039 -0.075 -0.005
H 4.96961 -0.42832 2.25779 0.085 -0.051 0.105
H 3.82631 1.61828 3.04889 0.105 0.062 0.035
H -1.37129 0.35328 -0.71381 -0.122 -0.058 0.035
H -0.71119 -2.04942 -1.03961 -0.091 -0.043 -0.039
H 1.41291 -2.83822 -0.07031 0.035 -0.023 -0.105
C -3.88989 -3.08662 0.66949 -0.340 -0.080 -0.293
N -2.95389 -2.43742 1.54589 0.283 0.403 0.280
C -2.84709 -1.09752 1.68069 -0.277 0.651 -0.193
Se -3.84529 0.16828 0.85299 -0.223 0.218 -0.229
N -1.84859 -0.83332 2.55839 -0.062 -0.265 -0.032
C -1.31429 -2.01702 3.01469 0.083 -0.656 0.056
C -0.31189 -2.29022 3.92889 -0.145 0.050 -0.148
C -0.04029 -3.62262 4.18499 0.076 0.011 0.037
C -0.74299 -4.64262 3.55009 0.060 -0.063 0.018
C -1.74209 -4.37532 2.63169 -0.091 0.184 -0.109
C -2.02369 -3.04432 2.36629 0.642 -0.086 0.572
H -4.88789 -2.67822 0.82929 0.064 -0.020 -0.012
H -3.89709 -4.15322 0.87259 0.034 -0.009 0.045
H -3.61299 -2.91382 -0.37191 -0.041 -0.021 0.023
H -1.58259 0.10058 2.83209 -0.159 -0.118 -0.113
H 0.21581 -1.49342 4.42809 0.101 0.078 0.097
H 0.72431 -3.87582 4.90079 0.104 -0.039 0.091
H -0.50879 -5.66802 3.78589 0.030 -0.120 0.028
H -2.28719 -5.17382 2.15719 -0.070 -0.126 -0.075
```
Forces are in eV/Å.

***

A molecular structure, C33H27Cl2Sn, computed with ωB97M-V with the def2-TZVPD basis set.

Molar mass = 613.2 Da
Calculated total energy = -2408.3554 a.u.
HOMO-LUMO gap = 5.1 eV
HOMO = -2.7 eV
Total charge = -1

The geometry in XYZ format:
```
63
Properties=species:S:1:pos:R:3:forces:R:3
Cl -8.36952 1.74470 -1.49737 -0.731 0.205 -0.306
C -6.79856 1.49744 -0.87481 1.522 -0.104 0.700
C -5.96233 2.59396 -0.58768 -0.217 -0.694 -0.120
C -4.69230 2.37485 -0.05024 -0.116 -0.927 0.134
C -4.24507 1.05475 0.22250 -1.123 0.342 -1.020
C -2.99168 0.78576 0.87747 1.064 -1.376 0.231
C -2.54193 -0.46607 1.15860 -0.507 1.194 0.072
C -1.56029 -0.66233 2.25408 0.519 -0.085 0.325
C -0.93100 -2.05336 2.37279 -0.005 0.492 -0.516
C -0.39837 -2.35205 3.61583 -0.248 -0.470 0.681
C -0.10928 -3.66045 3.99614 0.370 0.093 -0.767
C -0.22128 -4.67267 3.02849 -0.503 1.125 -0.037
Cl 0.17768 -6.28617 3.48512 0.014 -0.512 0.033
C -0.64771 -4.38411 1.72418 0.574 0.621 0.521
C -0.92189 -3.04380 1.37492 -0.376 -0.461 0.542
C -5.09073 -0.02374 -0.11095 -0.285 0.601 0.041
C -6.36029 0.18699 -0.62843 0.244 0.542 -0.114
H -6.32524 3.59715 -0.79023 0.092 -0.119 0.041
H -4.04275 3.21620 0.19062 -0.157 -0.177 -0.079
H -2.40054 1.64759 1.19405 -0.163 -0.238 0.219
H -2.97942 -1.38208 0.74467 -0.089 0.515 0.170
H -2.10061 -0.45048 3.21659 0.364 -0.428 -0.679
H -0.27667 -1.52465 4.32412 -0.161 -0.436 -0.083
H 0.23365 -3.87529 5.00461 0.010 -0.092 -0.240
H -0.72123 -5.19792 1.00756 0.100 0.259 0.005
H -1.15930 -2.81183 0.33400 -0.138 0.022 0.397
H -4.75723 -1.03918 0.08417 -0.214 0.231 -0.050
H -7.00307 -0.65830 -0.83918 -0.055 0.103 -0.059
H -0.81460 0.13682 2.19801 0.321 -0.210 -0.124
Sn 1.65006 0.43359 -0.38483 -1.359 -0.383 1.294
C 2.84805 -1.28298 -1.01424 -0.198 0.960 -0.061
C 4.20346 -1.33895 -0.69885 0.281 -1.197 -0.281
C 4.91169 -2.53611 -0.90855 0.026 0.196 0.022
C 4.28107 -3.66286 -1.44504 -0.234 0.335 0.122
C 2.91062 -3.59646 -1.72149 -0.173 0.180 -0.066
C 2.18773 -2.41244 -1.49971 0.919 -0.717 -0.054
C 0.80987 1.38776 -2.16870 0.811 -0.327 0.471
C 1.04040 0.82206 -3.42041 -0.817 0.643 -0.754
C 0.34221 1.31073 -4.53980 0.155 -0.109 0.035
C -0.56725 2.36591 -4.41942 0.157 -0.184 0.372
C -0.81177 2.89735 -3.14748 0.147 0.008 0.219
C -0.13126 2.40750 -2.01936 -0.307 0.119 -1.083
C 3.02504 1.87926 0.53328 -0.226 -0.533 -0.800
C 3.13496 3.16811 0.01570 0.615 0.620 0.878
C 3.82951 4.15250 0.74318 -0.054 -0.036 -0.159
C 4.42644 3.85526 1.97302 -0.281 -0.298 -0.204
C 4.28815 2.56066 2.48742 -0.034 -0.226 -0.124
C 3.58904 1.57246 1.77231 0.474 0.992 0.299
H 4.71435 -0.47913 -0.26747 -0.081 -0.094 -0.142
H 5.97099 -2.58558 -0.65258 -0.166 -0.001 -0.074
H 4.84249 -4.58228 -1.63373 -0.192 0.302 0.113
H 2.39616 -4.47611 -2.11099 0.110 0.141 0.056
H 1.11390 -2.39689 -1.68716 0.168 0.063 0.009
H 1.73261 -0.01049 -3.53941 -0.041 0.179 0.024
H 0.51477 0.86195 -5.51924 -0.017 0.104 0.153
H -1.08694 2.76055 -5.29726 0.148 -0.173 0.304
H -1.54179 3.69983 -3.03011 0.135 -0.135 -0.040
H -0.36402 2.81698 -1.03599 0.102 -0.088 -0.125
H 2.66676 3.43253 -0.93180 0.117 -0.084 0.113
H 3.90746 5.16507 0.34239 0.003 -0.195 0.068
H 4.97822 4.61939 2.52862 -0.219 -0.250 -0.193
H 4.72578 2.31785 3.45746 -0.063 0.044 -0.193
H 3.47279 0.58123 2.21060 -0.008 0.128 -0.119
```
Forces are in eV/Å.

***

A molecular structure, C33H27Cl3MnN6O, computed with ωB97M-V with the def2-TZVPD basis set.

Molar mass = 684.9 Da
Spin multiplicity = 4
Calculated total energy = -4208.5337 a.u.
HOMO-LUMO gap (spin up / spin down) = 6.2 / 6.2 eV
HOMO (spin up / spin down) = -13.0 / -12.9 eV
Total charge = +2

The geometry in XYZ format:
```
71
Properties=species:S:1:pos:R:3:forces:R:3
Mn -0.54315 -0.65355 0.50184 0.413 0.641 -1.558
C -0.28375 2.04613 3.76342 0.073 0.038 0.053
C -0.10303 0.98530 2.74247 0.287 -0.079 0.354
N -0.72209 0.92940 1.62482 -0.485 0.279 -0.081
N -1.66222 1.87620 1.24746 0.396 -0.748 0.018
C -2.11568 1.51178 0.07718 -0.303 0.158 -0.296
O -1.66759 0.44335 -0.56217 0.068 0.041 0.771
C -3.13008 2.32259 -0.60161 0.064 -0.125 0.042
C -3.77558 3.36371 0.06447 -0.031 0.098 0.073
C -4.74065 4.10333 -0.59633 0.024 0.002 0.016
C -5.05585 3.80995 -1.91896 -0.036 0.032 -0.001
C -4.40985 2.77647 -2.58453 0.024 -0.001 0.010
C -3.44959 2.02993 -1.92320 -0.080 -0.023 -0.226
C 0.81133 -0.15159 2.95746 -0.009 0.285 0.047
C 1.62637 -0.25161 4.06028 0.217 0.043 0.371
C 2.45580 -1.35634 4.19201 0.105 0.027 0.194
C 2.44337 -2.32991 3.20925 0.148 -0.116 0.070
C 1.60598 -2.16010 2.12591 -0.157 0.006 -0.092
N 0.80945 -1.09689 2.00266 -0.154 -0.473 -0.166
H -1.02495 2.75946 3.43123 -0.098 0.104 -0.028
H 0.66070 2.56919 3.94416 -0.060 -0.060 -0.044
H -0.60252 1.59973 4.71020 0.019 0.036 -0.062
H -3.52006 3.58121 1.09383 -0.025 -0.004 -0.051
H -5.24885 4.91007 -0.08288 0.027 -0.046 -0.031
H -5.81118 4.39096 -2.43355 0.030 -0.015 0.025
H -4.65456 2.55680 -3.61579 0.003 0.008 0.041
H -2.93831 1.22109 -2.42937 -0.047 0.054 0.014
H 1.61492 0.53276 4.80573 0.034 -0.083 -0.005
H 3.10454 -1.45357 5.05623 -0.064 0.023 -0.098
H 3.07430 -3.20937 3.26892 -0.074 0.106 0.005
H 1.56830 -2.89516 1.33331 -0.019 0.001 -0.001
C 3.76356 -1.67979 -4.73935 0.083 0.005 -0.151
C 3.52305 -2.76947 -3.91675 -0.022 -0.035 0.030
C 2.84137 -2.58984 -2.72328 0.038 0.029 0.130
C 2.41122 -1.31741 -2.32197 0.220 -0.065 -0.280
C 2.64559 -0.22840 -3.17801 -0.080 -0.066 0.216
C 3.31912 -0.41320 -4.37125 0.001 0.012 -0.030
C 1.67119 -1.23888 -1.06198 -0.521 0.859 0.433
C 1.18489 -0.14232 -0.42168 1.415 -0.491 -0.967
C 1.80611 1.16425 -0.30743 -0.552 0.239 0.072
C 1.06409 2.35590 -0.29914 0.213 0.056 -0.257
C 1.69816 3.58192 -0.18870 -0.081 -0.039 0.025
C 3.08004 3.63319 -0.05262 0.151 0.070 0.031
C 3.82988 2.45955 -0.03691 -0.041 0.101 -0.022
C 3.19813 1.23674 -0.16232 0.169 -0.095 0.144
H 4.29263 -1.81677 -5.67804 -0.075 0.029 0.136
H 3.86181 -3.75679 -4.20804 -0.028 0.068 0.038
H 2.65191 -3.44254 -2.07469 0.010 0.071 -0.097
H 2.28811 0.75909 -2.91542 0.019 -0.005 0.034
H 3.49622 0.43243 -5.02653 -0.022 -0.070 0.068
H 1.39852 -2.21596 -0.68041 -0.079 -0.079 -0.119
H -0.00449 2.32006 -0.42434 0.063 0.084 -0.076
H 1.11775 4.49916 -0.20939 0.061 -0.126 0.002
H 3.57716 4.59278 0.04388 -0.039 -0.100 -0.016
H 4.90659 2.50390 0.07359 -0.060 -0.005 -0.021
H 3.77664 0.32087 -0.15124 -0.003 0.009 -0.009
N -1.95691 -3.00978 -2.60372 -0.107 -0.206 0.036
C -2.01982 -4.01953 -1.65844 -0.023 0.226 -0.383
C -1.44172 -3.50491 -0.55195 0.306 0.268 0.156
N -1.02054 -2.20243 -0.82198 -0.252 -0.179 0.732
C -1.36269 -1.93789 -2.06579 0.030 -0.394 -0.138
H -2.31988 -3.05956 -3.54156 0.012 -0.020 -0.067
H -2.45974 -4.98574 -1.85869 0.081 0.186 -0.005
H -1.27703 -3.98362 0.40222 -0.040 0.120 -0.105
H -1.17682 -1.01435 -2.58868 -0.051 -0.010 0.032
Cl -3.90117 -4.08610 3.24273 -0.307 -0.462 -0.176
C -2.96311 -2.74325 3.81482 0.489 0.364 -0.645
Cl -1.60779 -3.27292 4.79615 0.313 -0.139 0.284
Cl -3.93778 -1.57002 4.64050 -0.337 0.390 0.332
C -2.36274 -2.06772 2.63189 -0.867 -0.701 1.152
N -1.90697 -1.55199 1.73011 -0.380 -0.110 0.119
```
Forces are in eV/Å.

***

A molecular structure, C33H27N4O6Ti, computed with ωB97M-V with the def2-TZVPD basis set.

Molar mass = 623.5 Da
Relative energy (zero: lowest compared OMol25 entry of this formula, charge and spin) = 5.3 kcal per mole
Calculated total energy = -2793.8704 a.u.
HOMO-LUMO gap (spin up / spin down) = 4.6 / 4.7 eV
HOMO (spin up / spin down) = -2.8 / -2.8 eV
Total charge = -1

The geometry in XYZ format:
```
71
Properties=species:S:1:pos:R:3:forces:R:3
Ti -0.56253 -1.28955 0.93068 0.029 -0.566 -1.872
O 2.92003 -1.73577 -4.85739 -0.345 -0.206 -0.063
C 1.68826 -1.95337 -4.75480 0.113 0.439 -0.338
O 0.80858 -2.06616 -5.63726 0.333 -0.091 0.167
C 1.17315 -2.01429 -3.31368 0.180 -0.126 0.295
C -0.15994 -2.20573 -3.04505 -0.012 -0.026 -0.044
C -0.60499 -2.26986 -1.71695 -0.034 -0.062 0.230
N 0.28558 -2.02085 -0.69630 -0.006 0.087 0.154
C 1.62502 -1.89004 -0.95514 -0.189 -0.142 0.631
C 2.08500 -1.91204 -2.22970 0.133 0.059 -0.734
C 2.38474 -1.70957 0.27531 -0.263 -0.192 -0.438
C 3.76720 -1.54785 0.33600 0.237 0.020 -0.001
C 4.36690 -1.35464 1.55650 0.213 -0.006 -0.225
C 3.57507 -1.31824 2.70315 -0.105 -0.011 0.175
C 2.21908 -1.47016 2.56729 -0.175 -0.054 -0.117
N 1.61176 -1.67833 1.38106 0.053 0.425 0.161
C -1.86502 -2.69640 -1.20948 0.424 -0.066 -0.189
C -3.00154 -3.01461 -1.99002 0.079 -0.018 -0.068
C -4.09108 -3.56153 -1.39244 -0.181 -0.070 -0.031
C -4.06228 -3.80863 0.00512 -0.021 -0.021 -0.021
C -2.96244 -3.42967 0.71078 0.104 0.076 0.040
N -1.87003 -2.84749 0.15755 -0.130 0.528 0.124
H -0.82351 -2.34116 -3.89140 0.014 0.001 0.036
H 3.13677 -1.82353 -2.47676 -0.058 -0.004 -0.029
H 4.34329 -1.56196 -0.57992 -0.007 -0.009 0.030
H 5.43957 -1.22072 1.62330 -0.018 0.000 -0.005
H 4.00487 -1.15154 3.68173 -0.011 -0.008 -0.017
H 1.56081 -1.40957 3.42201 -0.059 0.020 0.038
H -2.97711 -2.83142 -3.05718 0.014 0.001 0.046
H -4.96574 -3.81608 -1.97777 -0.002 -0.008 0.020
H -4.89331 -4.27798 0.51407 0.002 -0.001 -0.022
H -2.91972 -3.58258 1.78208 0.020 0.028 0.054
O -0.02195 0.62117 -0.43734 0.003 0.055 0.411
C 0.27542 1.85889 0.22323 -0.002 0.113 -0.419
C 0.15263 1.56664 1.73455 0.000 -0.659 0.182
O 0.28726 2.48524 2.52519 -0.018 0.042 0.071
O -0.06821 0.33374 2.03150 0.213 0.820 0.398
C 1.70879 2.30744 -0.10149 -0.118 0.041 0.039
C 2.19635 3.50204 0.43327 -0.014 -0.005 0.001
C 3.47699 3.93308 0.12904 0.013 -0.053 -0.044
C 4.29037 3.18871 -0.72481 -0.089 0.023 0.060
C 3.80663 2.01138 -1.26846 -0.093 -0.016 0.038
C 2.52105 1.57143 -0.95288 0.080 0.012 -0.032
C -0.73909 2.91405 -0.24236 0.074 -0.007 -0.007
C -1.74922 3.41321 0.57152 -0.039 0.003 -0.048
C -2.68196 4.31290 0.06554 0.052 -0.027 -0.012
C -2.61985 4.72463 -1.25776 0.069 -0.053 -0.016
C -1.61054 4.23280 -2.07872 -0.014 -0.020 0.087
C -0.67656 3.34279 -1.56749 0.019 0.025 -0.056
H 0.10141 0.69960 -1.39019 -0.059 -0.081 -0.053
H 1.56412 4.07884 1.09752 0.036 -0.039 -0.028
H 3.84324 4.85958 0.55655 -0.007 -0.032 -0.014
H 5.29031 3.53102 -0.96493 -0.037 0.000 0.008
H 4.41704 1.42417 -1.94585 -0.044 0.024 0.037
H 2.17260 0.64006 -1.38061 0.048 0.027 0.015
H -1.80171 3.10804 1.60690 -0.009 0.025 0.004
H -3.46138 4.69244 0.71590 0.015 -0.013 -0.018
H -3.35002 5.42450 -1.64841 0.036 -0.035 0.017
H -1.54648 4.54502 -3.11463 0.005 -0.015 0.047
H 0.12352 2.98597 -2.21098 -0.042 0.012 0.032
N -2.20521 -1.87037 4.54893 -0.044 0.141 0.542
C -1.94403 -1.54400 3.28121 -0.089 0.062 -0.349
O -1.00343 -2.12572 2.70681 -0.119 -0.230 0.743
C -2.82416 -0.52028 2.60370 0.114 0.065 -0.129
C -2.52416 -0.33951 1.09923 -0.101 -0.016 0.488
H -1.50610 -2.40232 5.04108 -0.015 -0.061 0.001
H -2.79357 -1.25875 5.08789 -0.090 -0.086 0.004
H -2.63674 0.41395 3.14359 0.022 -0.002 0.063
H -3.85618 -0.80440 2.82878 -0.113 -0.006 0.041
H -2.51047 0.72735 0.87606 0.066 0.069 -0.003
H -3.33316 -0.77400 0.51354 -0.040 -0.103 -0.083
```
Forces are in eV/Å.